# 1
Here is C7H10O in the gas phase at a distorted geometry from OMol25. Energies are from the ωB97M-V functional and the def2-TZVPD basis.

Results
- Kohn-Sham gap (eV) = 8.1
- DFT total energy (Eh) = -347.74323
- E_HOMO (eV) = -7.3987
- LUMO (Eh) = 0.02725
- energy relative to the best compared isomer or geometry (same formula, charge and spin) (kJ/mol) = 577.5

XYZ file:
```
18
Properties=species:S:1:pos:R:3:forces:R:3:lowdin_charge:R:1
C 0.37884 -0.87780 0.16047 -0.331 0.017 0.969 -0.381
C -1.91195 1.75529 0.48471 0.203 -0.076 0.007 -0.046
C 1.36131 -1.26649 1.27138 0.076 0.056 -0.172 -0.075
C 0.30007 0.52554 -0.15475 -0.942 0.619 0.277 -0.234
C 0.68154 1.41491 -1.04658 -0.094 -0.136 0.144 0.093
O -0.80848 0.92460 0.89860 0.547 0.592 -0.508 -0.153
C 0.31174 -1.76302 -0.95212 0.089 -0.395 -0.495 -0.158
C 0.28865 -2.53488 -1.88081 0.014 0.212 0.407 0.098
H -0.85843 -0.25174 0.93663 0.444 -0.777 -0.629 0.205
H -2.62763 1.78046 1.30395 0.040 -0.041 -0.051 0.093
H -1.53701 2.76148 0.30622 -0.013 -0.014 -0.006 0.086
H -2.36543 1.35592 -0.42450 0.013 -0.012 0.064 0.102
H 2.39809 -1.24138 0.91539 -0.032 -0.041 0.048 0.076
H 1.28167 -0.58370 2.11999 -0.006 -0.022 -0.030 0.071
H 1.14982 -2.27422 1.62740 -0.005 0.019 -0.015 0.074
H 0.23149 2.39145 -1.15585 0.057 0.037 0.105 0.062
H 1.45719 1.12982 -1.74375 -0.021 -0.026 -0.014 0.082
H 0.26852 -3.24624 -2.66640 -0.038 -0.011 -0.102 0.007
```
Positions in Å, forces in eV/Å.

# 2
Here is 9 unconnected molecules or ions with the total composition C62H60INO18P at a distorted geometry from OMol25. Energies are from the ωB97M-V functional and the def2-TZVPD basis.

Results
- Kohn-Sham gap (alpha / beta) (eV) = 6.3 / 6.7
- DFT total energy (Eh) = -4446.35631
- 2S+1 = 2
- E_HOMO (alpha / beta) (eV) = -8.1146 / -8.4634
- LUMO (alpha / beta) (Eh) = -0.06559 / -0.06560

XYZ file:
```
143
Properties=species:S:1:pos:R:3:forces:R:3:lowdin_charge:R:1
C 2.95401 -3.48937 -5.00434 -0.028 -0.066 0.219 -0.122
C 4.32900 -2.88081 -4.70658 0.126 -0.328 -0.296 -0.250
C 5.03206 -3.48698 -3.47404 -0.050 0.015 0.059 -0.211
C 5.46372 -2.53738 -2.32190 -0.004 -0.048 -0.137 -0.223
C 4.91877 -1.10096 -2.27611 0.054 -0.040 0.244 -0.180
C 3.46377 -0.83589 -1.75788 0.295 0.044 0.174 -0.532
P 2.56814 -2.46643 -1.44948 -0.092 0.039 -0.424 0.615
O 1.05297 -1.91609 -1.07919 0.433 0.186 0.438 -0.405
I 3.14558 -3.13908 0.82826 0.085 0.102 -0.156 0.663
C 3.52849 -0.01596 -0.45515 -0.227 0.174 -0.379 -0.188
C 3.75775 1.50966 -0.56665 0.674 -0.085 0.013 -0.458
C 5.25225 1.85552 -0.47260 -0.102 0.161 -0.061 -0.030
C 3.07141 2.18460 0.62228 -0.058 -0.273 0.201 -0.027
N 3.26801 2.06472 -1.86316 -1.185 0.106 0.923 -0.114
O 3.04707 3.32624 -1.81379 0.495 0.023 -0.377 -0.003
C 2.21152 1.32587 -2.59694 -0.078 -0.031 -0.562 -0.469
C 2.04696 2.01001 -3.96192 0.268 0.131 0.047 -0.028
C 0.86164 1.36726 -1.87846 0.085 -0.161 0.108 -0.023
C 2.63204 -0.12619 -2.85832 0.129 -0.062 0.027 -0.124
H 2.33384 -2.82472 -5.60715 0.024 -0.024 -0.082 0.065
H 3.05937 -4.43587 -5.53695 -0.016 0.011 -0.033 0.070
H 2.41629 -3.71142 -4.08115 -0.041 0.109 -0.014 0.027
H 4.25995 -1.79574 -4.65409 -0.032 -0.027 0.112 0.070
H 4.95292 -3.09551 -5.57742 0.049 0.257 -0.035 0.100
H 4.39744 -4.27644 -3.06645 -0.071 0.059 0.017 0.086
H 5.93455 -3.99603 -3.81608 0.001 -0.042 0.030 0.099
H 5.26288 -3.02636 -1.36533 0.030 -0.020 -0.009 0.044
H 6.55120 -2.44358 -2.36181 0.006 0.067 0.001 0.106
H 5.05946 -0.63960 -3.25414 -0.040 0.046 0.024 0.103
H 5.58748 -0.55554 -1.61005 0.041 -0.032 -0.007 0.094
H 0.47169 -1.98297 -1.83607 -0.386 -0.079 -0.205 0.029
H 2.61961 -0.17040 0.12992 -0.049 -0.050 -0.061 0.077
H 4.35719 -0.42443 0.12166 -0.135 0.009 0.231 0.080
H 5.35802 2.92361 -0.28643 0.036 0.023 -0.124 0.071
H 5.78422 1.60731 -1.39028 0.041 -0.083 0.032 0.081
H 5.69541 1.33186 0.37572 0.054 -0.036 -0.034 0.089
H 1.98548 2.11962 0.56778 -0.011 0.049 -0.095 0.079
H 3.37974 3.21809 0.74218 -0.059 0.041 -0.100 0.076
H 3.38067 1.63658 1.51634 0.022 0.082 0.052 0.096
H 3.01357 2.38094 -4.30579 0.021 -0.090 -0.041 0.091
H 1.67834 1.29349 -4.69717 -0.178 0.034 0.034 0.083
H 1.38186 2.86827 -3.90153 -0.062 -0.038 -0.024 0.081
H 0.15854 0.79825 -2.48518 -0.092 0.103 -0.025 0.069
H 0.49158 2.38720 -1.78294 0.120 0.048 0.096 0.095
H 0.88515 0.87731 -0.90590 0.000 0.035 0.022 0.075
H 3.20166 -0.15358 -3.78687 0.017 0.010 0.021 0.098
H 1.69627 -0.64769 -3.07288 0.036 -0.095 -0.096 0.098
C 0.41416 -5.71710 4.59780 -0.013 0.015 0.009 0.026
C -0.00858 -5.98374 5.83005 0.008 0.002 -0.002 0.024
C 0.47171 -5.19993 6.99788 0.013 -0.003 -0.014 -0.382
O 0.08547 -5.44306 8.11956 -0.009 0.005 0.003 0.110
C 1.44258 -4.10546 6.73701 0.005 -0.004 -0.009 0.028
C 1.86507 -3.83942 5.50483 -0.020 -0.009 0.022 0.019
C 1.38454 -4.62467 4.33990 0.038 0.032 0.044 -0.376
O 1.77516 -4.38023 3.21779 -0.054 -0.179 0.263 -0.054
H 0.08306 -6.27212 3.72936 0.005 0.006 -0.005 0.123
H -0.71422 -6.77492 6.04912 0.004 0.000 0.011 0.122
H 1.77524 -3.55024 7.60484 -0.002 -0.009 0.008 0.123
H 2.57068 -3.04773 5.28325 -0.016 0.008 -0.016 0.116
C -3.29907 0.05541 0.02649 0.000 0.005 -0.010 0.046
C -4.48516 0.54589 0.37947 0.061 0.010 -0.066 0.017
C -5.38753 1.14361 -0.63092 -0.031 0.002 -0.054 -0.374
O -6.47703 1.59029 -0.31581 0.050 -0.062 0.004 0.058
C -4.93823 1.18691 -2.04337 0.020 -0.024 0.013 0.034
C -3.75251 0.69598 -2.39190 -0.004 0.021 -0.053 0.037
C -2.84467 0.08906 -1.38356 -0.023 0.031 -0.021 -0.362
O -1.76702 -0.35852 -1.71601 -0.031 -0.170 -0.020 0.090
H -2.61672 -0.38943 0.73974 0.005 0.005 -0.002 0.131
H -4.84251 0.53365 1.39912 0.074 -0.029 -0.003 0.084
H -5.62108 1.63947 -2.75233 0.001 0.020 0.011 0.126
H -3.38669 0.72206 -3.41136 0.002 0.034 0.004 0.106
C 7.79857 4.20987 1.63084 0.009 -0.001 0.010 0.021
C 9.09326 4.07482 1.90221 -0.003 -0.007 0.001 0.020
C 9.55452 3.35300 3.11694 0.006 0.018 -0.025 -0.387
O 10.73549 3.23043 3.36175 -0.012 -0.003 0.005 0.103
C 8.51584 2.78778 4.01327 -0.002 -0.010 0.022 0.022
C 7.22066 2.92376 3.74464 0.029 -0.010 -0.008 0.023
C 6.76119 3.64556 2.53266 -0.003 -0.010 -0.050 -0.381
O 5.58208 3.76375 2.27751 -0.015 0.034 0.058 0.097
H 7.43358 4.72869 0.75323 -0.012 -0.003 0.005 0.122
H 9.87112 4.47487 1.26422 0.007 -0.005 0.007 0.121
H 8.87728 2.25991 4.88655 0.006 -0.007 -0.009 0.122
H 6.44785 2.50974 4.37756 -0.029 -0.035 0.003 0.115
C -1.77940 0.96282 -7.46217 -0.005 0.001 -0.005 0.021
C -1.63108 -0.01693 -8.34907 0.001 -0.004 0.003 0.023
C -2.68424 -1.04691 -8.54332 -0.003 0.013 0.013 -0.385
O -2.55017 -1.94060 -9.34892 0.001 -0.004 -0.004 0.112
C -3.91048 -0.93976 -7.70939 0.004 -0.002 0.004 0.023
C -4.05794 0.04002 -6.82260 0.004 -0.001 0.005 0.017
C -3.00408 1.06798 -6.62944 0.038 0.007 -0.032 -0.388
O -3.13553 1.96123 -5.81926 -0.035 -0.051 0.080 0.094
H -1.02860 1.72557 -7.29866 -0.006 0.005 0.006 0.122
H -0.74924 -0.11796 -8.96883 -0.004 -0.008 -0.003 0.123
H -4.66203 -1.70174 -7.87218 0.005 -0.004 -0.007 0.123
H -4.94112 0.14153 -6.20411 0.000 0.012 -0.004 0.120
C -6.42300 7.57714 -1.54956 0.003 0.000 0.000 0.020
C -7.10395 6.72971 -2.31527 -0.004 -0.001 0.007 0.019
C -7.26473 5.30317 -1.93237 0.023 0.007 0.001 -0.381
O -7.88035 4.53082 -2.63522 0.011 -0.007 -0.011 0.105
C -6.63871 4.85827 -0.66041 -0.002 0.029 0.043 0.024
C -5.95579 5.70747 0.10307 -0.003 0.002 -0.001 0.025
C -5.79442 7.13388 -0.27810 -0.008 -0.009 -0.014 -0.387
O -5.17625 7.90705 0.42000 0.001 0.002 0.006 0.108
H -6.28969 8.62073 -1.80489 0.006 0.001 0.007 0.122
H -7.57041 7.02646 -3.24609 -0.004 -0.010 -0.001 0.121
H -6.76925 3.81486 -0.40219 -0.042 0.006 -0.058 0.088
H -5.48724 5.41096 1.03368 0.001 0.010 0.003 0.120
C 5.43163 -3.78557 4.57322 -0.015 -0.010 -0.016 0.012
C 5.72203 -2.56134 4.14068 -0.024 -0.006 -0.063 0.017
C 6.12750 -1.48830 5.08235 0.001 -0.005 0.018 -0.379
O 6.38481 -0.36883 4.69351 0.009 0.029 -0.006 0.099
C 6.20223 -1.83423 6.52555 -0.020 0.002 0.008 0.022
C 5.91014 -3.05741 6.95841 -0.010 -0.006 -0.002 0.021
C 5.49945 -4.13099 6.01567 0.025 0.021 -0.008 -0.397
O 5.22615 -5.24277 6.41178 -0.030 -0.007 0.008 0.107
H 5.12928 -4.58284 3.90501 -0.011 0.000 0.002 0.123
H 5.66981 -2.29115 3.09284 0.001 0.031 0.007 0.099
H 6.50202 -1.03427 7.19078 0.004 0.005 -0.009 0.121
H 5.95298 -3.33497 8.00408 0.005 -0.011 -0.002 0.122
C -6.24438 1.69411 5.30163 -0.003 0.005 0.000 0.022
C -7.43328 2.17894 5.64754 0.001 0.000 -0.003 0.023
C -8.34537 2.78026 4.63914 0.015 -0.011 0.000 -0.385
O -9.42749 3.22141 4.95774 -0.006 0.001 0.000 0.109
C -7.87819 2.81854 3.22992 0.002 0.003 0.008 0.032
C -6.68890 2.33448 2.88317 0.039 0.042 0.056 0.026
C -5.78053 1.73359 3.89236 -0.002 -0.011 0.015 -0.370
O -4.69590 1.28686 3.57707 -0.053 0.031 0.033 0.095
H -5.56136 1.25072 6.01494 0.007 -0.002 -0.007 0.122
H -7.79855 2.16321 6.66652 -0.009 0.006 -0.003 0.122
H -8.56079 3.25874 2.51362 -0.005 0.000 0.005 0.124
H -6.33333 2.34600 1.86105 -0.060 -0.031 0.015 0.087
C -7.38119 -2.08199 -0.45533 0.004 0.002 0.002 0.030
C -8.11322 -2.88499 -1.22191 0.007 -0.007 -0.004 0.027
C -8.28784 -4.32219 -0.88732 0.007 0.013 0.013 -0.385
O -8.95208 -5.05431 -1.58664 0.000 -0.005 -0.006 0.111
C -7.61689 -4.82694 0.33906 0.000 0.002 -0.003 0.023
C -6.88524 -4.02386 1.10587 0.010 -0.002 -0.006 0.022
C -6.70837 -2.58924 0.76785 -0.032 0.014 -0.019 -0.371
O -6.04035 -1.85590 1.46576 -0.019 -0.015 0.026 0.105
H -7.24597 -1.02968 -0.67311 -0.022 0.008 0.024 0.108
H -8.61702 -2.54157 -2.11652 -0.007 -0.007 0.001 0.124
H -7.76264 -5.87650 0.56064 -0.006 -0.001 -0.007 0.123
H -6.38508 -4.36516 2.00330 0.001 0.009 0.002 0.122
```
Positions in Å, forces in eV/Å.